{
  "formula": "C4H8N2O3",
  "method": "the ωB97M-V functional and the def2-TZVPD basis",
  "smiles": "CC(=O)N(O)/C(O)=C\\N",
  "e_homo_ev": -7.4956,
  "e_lumo_ev": 0.5,
  "homo_lumo_gap_ev": 8.02,
  "elements": ["C", "C", "O", "N", "O", "C", "O", "C", "N", "H", "H", "H", "H", "H", "H", "H", "H"],
  "xyz": [[-1.05257, -1.47850, -0.92128], [-0.74419, -0.67686, 0.31945], [-0.97665, -1.06047, 1.46148], [-0.72741, 0.77997, 0.06723], [-1.57815, 1.71722, 0.70745], [0.49464, 1.15235, -0.33870], [0.68249, 2.25331, -1.07960], [1.40089, 0.10087, -0.13555], [1.88916, -0.25206, 1.14693], [-0.56816, -1.05555, -1.79897], [-0.71546, -2.50154, -0.76126], [-2.13227, -1.50046, -1.07930], [-1.75131, 1.31679, 1.57828], [-0.12052, 2.80053, -1.05664], [2.13557, -0.02315, -0.92393], [2.61804, -0.94869, 1.07574], [1.14589, -0.62378, 1.73866]],
  "mulliken_charge": [-1.123, 0.606, -0.633, 0.113, -0.445, 0.562, -0.473, -0.616, -0.559, 0.317, 0.314, 0.310, 0.364, 0.355, 0.364, 0.252, 0.292]
}


{
  "formula": "C21H33HfO3P2Te",
  "method": "the ωB97M-V functional and the def2-TZVPD basis",
  "e_homo_ev": -17.5876,
  "total_charge": 3,
  "e_lumo_ev": -10.7,
  "homo_lumo_gap_ev": 6.85,
  "elements": ["Hf", "C", "C", "C", "C", "C", "C", "C", "C", "C", "H", "H", "H", "H", "H", "H", "H", "H", "H", "H", "H", "H", "C", "C", "O", "P", "O", "Te", "O", "C", "C", "H", "H", "H", "H", "H", "H", "H", "H", "H", "H", "C", "P", "C", "C", "C", "C", "C", "C", "C", "H", "H", "H", "H", "H", "H", "H", "H", "H", "H", "H"],
  "xyz": [[-0.15735, -0.65082, 0.41995], [-3.19807, 1.36288, 1.22352], [-2.52440, 0.04211, 1.43891], [-2.84920, -1.06239, 0.63729], [-2.31833, -2.34410, 0.88225], [-2.83780, -3.55202, 0.16912], [-1.32557, -2.47138, 1.87002], [-1.00131, -1.40208, 2.72934], [-0.10515, -1.62483, 3.91254], [-1.58532, -0.14687, 2.47988], [-2.72886, 1.91482, 0.40635], [-3.14228, 1.98016, 2.11748], [-4.24428, 1.20750, 0.96251], [-3.62377, -0.95125, -0.11253], [-3.52374, -3.28975, -0.63399], [-3.38367, -4.16520, 0.89134], [-2.03381, -4.17588, -0.22210], [-0.93056, -3.45649, 2.09645], [0.79735, -2.17561, 3.64710], [-0.64498, -2.23253, 4.64332], [0.17565, -0.68692, 4.38490], [-1.39471, 0.66479, 3.16865], [3.43201, 2.79558, -1.41981], [2.12606, 3.52941, -1.51512], [1.24874, 3.30333, -0.32091], [0.77718, 2.05915, 0.42554], [-0.17660, 1.12532, -0.44574], [2.24677, 0.39019, 1.38761], [-0.16902, 2.58962, 1.54222], [0.19027, 3.72309, 2.45773], [-1.02596, 4.58045, 2.64717], [4.03064, 3.07677, -2.28826], [3.30242, 1.71205, -1.44115], [3.99134, 3.07886, -0.52858], [1.52553, 3.24633, -2.37477], [2.25336, 4.60512, -1.50800], [1.01356, 4.27371, 2.00688], [0.52886, 3.25121, 3.37724], [-1.39502, 4.96052, 1.69494], [-0.74839, 5.43527, 3.26625], [-1.82461, 4.04569, 3.16236], [-1.12819, -0.33919, -3.24238], [-0.57205, -1.57774, -2.05619], [-1.02927, -3.18496, -2.74729], [1.21923, -1.55761, -1.98497], [2.06141, -0.86895, -2.85870], [3.43289, -0.99183, -2.70692], [3.97207, -1.78632, -1.68994], [3.14480, -2.45519, -0.80581], [1.76789, -2.32414, -0.94630], [-0.80810, 0.65798, -2.95031], [-2.21753, -0.36179, -3.29370], [-0.73540, -0.58949, -4.22899], [-0.59785, -3.22471, -3.74876], [-2.11234, -3.28425, -2.81512], [-0.62245, -4.00017, -2.15064], [1.65828, -0.27048, -3.66650], [4.09352, -0.48781, -3.40137], [5.04617, -1.89039, -1.60030], [3.56437, -3.08399, -0.03045], [1.11558, -2.94476, -0.31326]],
  "mulliken_charge": [0.805, -1.483, 0.612, -0.638, 1.224, -1.624, -0.846, 0.415, -1.490, -0.376, 0.183, 0.341, 0.543, 0.641, 0.389, 0.406, 0.390, 0.696, 0.357, 0.401, 0.420, 0.559, -0.770, -0.167, -0.319, 0.559, -0.538, -0.216, -0.067, -0.190, -1.185, 0.417, 0.002, 0.339, 0.251, 0.336, 0.363, 0.295, 0.313, 0.453, 0.288, -1.476, 1.364, -1.278, 0.379, -0.863, -0.743, -0.484, -0.911, -0.187, 0.339, 0.439, 0.515, 0.503, 0.456, 0.386, 0.443, 0.521, 0.465, 0.514, 0.532]
}


{
  "formula": "C9H16AgCl8O3",
  "method": "the ωB97M-V functional and the def2-TZVPD basis",
  "e_homo_ev": [-12.9999, -12.9229],
  "total_charge": 1,
  "spin_multiplicity": 3,
  "s2": 2.014,
  "e_lumo_ev": [-5.7, -9.6],
  "homo_lumo_gap_ev": [7.32, 3.36],
  "elements": ["Ag", "C", "O", "O", "O", "Cl", "C", "C", "Cl", "H", "H", "H", "H", "Cl", "C", "C", "Cl", "H", "H", "H", "H", "Cl", "C", "C", "Cl", "H", "H", "H", "H", "Cl", "C", "C", "Cl", "H", "H", "H", "H"],
  "xyz": [[-2.53417, -1.09556, -0.64450], [-0.89939, 0.99014, -0.36056], [-1.13044, 2.20520, -0.13313], [-0.97202, 0.08925, 0.51143], [-1.24155, 0.52777, -1.47156], [3.88824, 1.94932, 1.09026], [2.18079, 1.98243, 1.35392], [1.79699, 1.35875, 2.67783], [1.94057, 2.44760, 4.04655], [1.70373, 1.36533, 0.59254], [1.77411, 2.99136, 1.28474], [2.34016, 0.42669, 2.83383], [0.79273, 0.95499, 2.80637], [-4.54875, 1.58641, 3.82005], [-3.26805, 2.19436, 2.76482], [-1.86653, 1.59740, 3.06928], [-1.38192, 2.03096, 4.72319], [-3.25293, 3.28424, 2.75914], [-3.55897, 1.81738, 1.78434], [-1.09360, 2.02720, 2.43215], [-1.81614, 0.52346, 2.88979], [0.08044, -1.20725, -7.15981], [0.85795, -0.74476, -5.63137], [-0.16187, -0.89367, -4.49346], [-1.23903, 0.46730, -4.62560], [1.08017, 0.31673, -5.74070], [1.76198, -1.35110, -5.57507], [0.27911, -0.72343, -3.51129], [-0.72707, -1.82317, -4.42518], [-0.60196, -2.91171, -0.81852], [1.01143, -2.57608, -0.18760], [1.39827, -3.55041, 0.88934], [1.77037, -5.11051, 0.24651], [1.00039, -1.59088, 0.27862], [1.75070, -2.64839, -0.98532], [0.56418, -3.72108, 1.56998], [2.32204, -3.18626, 1.33894]],
  "lowdin_spin": [0.095, 0.060, 0.750, 0.447, 0.520, 0.003, 0.001, 0.001, 0.001, 0.001, 0.000, 0.000, 0.000, 0.003, 0.002, 0.017, 0.036, 0.000, 0.000, 0.009, 0.001, 0.002, 0.001, 0.002, 0.053, 0.000, 0.000, 0.001, 0.000, -0.004, 0.000, 0.000, 0.000, 0.000, 0.000, 0.000, 0.000]
}


{
  "formula": "C18H18N4",
  "method": "the ωB97M-V functional and the def2-TZVPD basis",
  "e_homo_ev": -7.9950,
  "e_lumo_ev": 0.7,
  "homo_lumo_gap_ev": 8.72,
  "elements": ["C", "C", "N", "C", "N", "C", "C", "H", "N", "C", "C", "C", "C", "C", "C", "H", "H", "H", "H", "H", "H", "N", "H", "C", "C", "C", "C", "C", "C", "C", "H", "H", "H", "H", "H", "H", "H", "H", "H", "H"],
  "xyz": [[0.20339, 4.46487, 0.66325], [-0.06102, 3.06046, 0.17339], [-1.34876, 2.90088, 0.00399], [-1.77257, 1.54326, -0.39426], [-0.94825, 0.41331, -0.77437], [0.26558, 0.75093, -0.36918], [0.67269, 1.97858, 0.13457], [1.78568, 2.36734, -0.06489], [1.07404, -0.20381, -0.79650], [2.49199, -0.51039, -0.38028], [3.12173, -1.16404, -1.13529], [4.39674, -1.54367, -0.96499], [5.14399, -1.21305, 0.10299], [4.41897, -0.07419, 1.05117], [3.06304, 0.10096, 0.60599], [2.43870, 0.72823, 1.51594], [4.90067, 0.13449, 1.92577], [6.11902, -1.29652, 0.52083], [5.15505, -2.22644, -1.54635], [2.66720, -1.79314, -1.87702], [0.58731, -0.98310, -1.25828], [-3.26456, 1.40450, -0.33942], [-3.77146, 2.21110, -0.35136], [-3.69453, 0.11029, -0.85999], [-3.03755, -0.94636, -0.54431], [-2.40342, -2.16268, -1.00656], [-1.92021, -3.43932, -0.31883], [-1.87949, -3.10463, 1.03522], [-2.54907, -2.24354, 1.87839], [-2.99601, -1.18134, 1.15769], [-3.44324, -0.20197, 1.58301], [-2.49412, -2.23723, 2.72092], [-1.44383, -4.05669, 1.61879], [-1.52382, -4.20673, -0.89038], [-2.51929, -2.24155, -2.07355], [-4.67819, 0.25362, -0.88583], [-3.36272, -0.01363, -2.27435], [0.67390, 4.47507, 1.79961], [0.79511, 4.95175, -0.14817], [-0.86269, 5.19437, 0.76263]],
  "mulliken_charge": [-1.077, 0.362, -0.629, -0.095, -0.291, 0.815, -0.443, 0.225, -0.107, 0.097, 0.533, -0.740, -0.401, -0.812, -0.154, 0.120, 0.463, 0.381, 0.171, 0.270, 0.271, -0.069, 0.251, -0.857, 1.068, -0.817, -0.702, 0.081, -1.151, -0.210, 0.221, 0.854, 0.148, 0.479, 0.312, 0.455, 0.150, 0.260, 0.310, 0.258]
}